# 1
{"formula": "C35H28CuF5N2O3P2S", "method": "the ωB97M-V functional and the def2-TZVPD basis", "elements": ["Cu", "O", "P", "C", "P", "O", "C", "C", "C", "C", "C", "C", "C", "C", "C", "C", "C", "C", "C", "C", "C", "C", "C", "C", "C", "C", "C", "C", "C", "C", "H", "H", "H", "H", "H", "H", "H", "H", "H", "H", "H", "H", "H", "H", "H", "H", "H", "H", "H", "H", "H", "H", "C", "N", "C", "C", "N", "C", "S", "H", "H", "H", "H", "H", "H", "F", "C", "C", "F", "C", "F", "C", "O", "C", "F", "C", "F"], "coordinates": [[2.40, 0.21, 0.84], [1.03, 1.80, 0.28], [-0.27, 1.57, -0.41], [-0.76, -0.18, -0.55], [0.49, -1.19, -1.40], [1.88, -0.76, -1.09], [0.10, -1.03, -3.16], [1.04, -0.45, -3.99], [0.76, -0.27, -5.34], [-0.46, -0.68, -5.85], [-1.41, -1.27, -5.02], [-1.13, -1.44, -3.68], [0.12, -2.90, -0.95], [0.05, -3.91, -1.90], [-0.16, -5.22, -1.50], [-0.29, -5.53, -0.15], [-0.21, -4.52, 0.80], [0.00, -3.21, 0.41], [-1.64, 2.39, 0.43], [-2.95, 1.92, 0.43], [-3.93, 2.61, 1.12], [-3.61, 3.77, 1.81], [-2.31, 4.24, 1.81], [-1.32, 3.55, 1.13], [-0.20, 2.20, -2.10], [-1.30, 2.14, -2.96], [-1.18, 2.61, -4.26], [0.03, 3.15, -4.70], [1.11, 3.21, -3.84], [1.00, 2.72, -2.54], [-1.71, -0.27, -1.08], [-0.88, -0.56, 0.46], [1.99, -0.13, -3.57], [1.49, 0.19, -5.99], [-0.68, -0.54, -6.90], [-2.36, -1.59, -5.42], [-1.87, -1.91, -3.03], [0.15, -3.68, -2.95], [-0.22, -6.01, -2.24], [-0.46, -6.55, 0.15], [-0.31, -4.76, 1.85], [0.09, -2.43, 1.16], [-3.21, 1.00, -0.08], [-4.94, 2.22, 1.14], [-4.38, 4.30, 2.36], [-2.05, 5.13, 2.37], [-0.29, 3.89, 1.16], [-2.25, 1.74, -2.62], [-2.03, 2.57, -4.93], [0.11, 3.51, -5.71], [2.05, 3.62, -4.18], [1.85, 2.74, -1.86], [3.29, -2.86, 2.16], [3.41, -1.88, 3.22], [2.90, -2.01, 4.50], [3.10, -0.83, 5.13], [3.72, 0.00, 4.22], [3.88, -0.63, 3.03], [4.52, 0.03, 1.60], [3.04, -3.82, 2.60], [4.23, -2.92, 1.61], [2.50, -2.55, 1.47], [2.45, -2.92, 4.85], [2.86, -0.52, 6.13], [3.90, 0.98, 4.32], [-2.69, 2.62, 4.75], [-1.81, 1.81, 4.12], [-2.21, 0.60, 3.59], [-3.49, 0.21, 3.70], [-1.29, -0.21, 2.94], [-1.74, -1.38, 2.43], [0.06, 0.13, 2.76], [0.88, -0.63, 2.11], [0.42, 1.38, 3.33], [1.69, 1.81, 3.23], [-0.49, 2.19, 3.98], [-0.09, 3.37, 4.48]], "mulliken_charge": [0.443, -1.239, 1.813, -1.249, 2.605, -1.126, 0.112, -0.541, -0.564, -0.514, -0.909, -0.402, 0.210, -0.793, -0.695, -0.591, -1.126, -0.492, 0.660, -0.092, -0.801, -0.443, -0.879, -0.729, 0.339, -0.523, -0.689, -0.506, -0.695, -0.522, 0.973, 0.171, 0.425, 0.445, 0.410, 0.420, 0.483, 0.436, 0.434, 0.397, 0.471, 0.677, 0.338, 0.420, 0.413, 0.410, 0.464, 0.383, 0.437, 0.419, 0.415, 0.440, -1.023, 0.364, -0.187, -0.685, 0.159, -0.105, -0.527, 0.337, 0.311, 0.355, 0.422, 0.439, 0.298, -0.434, 0.728, 0.017, -0.423, -0.002, -0.397, 0.492, 0.705, -0.124, -0.574, 0.331, -0.420], "largest_force_ev_per_a": 0.10, "e_above_lowest_ev": 0.000, "homo_energy_ev": -7.178}

=====

# 2
{"formula": "C35H28N7O2S5Ti", "method": "the ωB97M-V functional and the def2-TZVPD basis", "elements": ["Ti", "C", "C", "C", "C", "C", "C", "N", "C", "C", "C", "C", "C", "N", "C", "C", "C", "C", "C", "C", "N", "H", "H", "H", "H", "H", "H", "H", "H", "H", "H", "H", "H", "H", "H", "H", "O", "C", "S", "C", "C", "S", "S", "S", "S", "N", "C", "C", "C", "C", "C", "N", "C", "C", "N", "C", "C", "C", "C", "C", "N", "H", "H", "H", "H", "H", "H", "C", "C", "C", "O", "H", "H", "H", "H", "H", "H", "H"], "coordinates": [[-0.01, 0.23, 0.35], [0.63, 2.55, 5.12], [1.64, 2.18, 4.08], [2.62, 3.08, 3.66], [3.55, 2.69, 2.72], [3.46, 1.41, 2.18], [2.43, 0.60, 2.63], [1.56, 0.95, 3.57], [2.28, -0.80, 2.16], [3.34, -1.69, 2.30], [3.14, -3.03, 2.04], [1.87, -3.45, 1.66], [0.87, -2.50, 1.47], [1.09, -1.19, 1.69], [-0.51, -2.90, 1.08], [-0.90, -4.23, 1.14], [-2.20, -4.56, 0.80], [-3.06, -3.55, 0.44], [-2.62, -2.23, 0.41], [-3.60, -1.15, 0.05], [-1.35, -1.91, 0.71], [1.09, 2.54, 6.12], [0.25, 3.55, 4.94], [-0.19, 1.84, 5.11], [2.63, 4.08, 4.08], [4.31, 3.38, 2.38], [4.15, 1.07, 1.42], [4.29, -1.31, 2.66], [3.94, -3.74, 2.15], [1.69, -4.50, 1.49], [-0.22, -4.99, 1.48], [-2.53, -5.59, 0.84], [-4.10, -3.76, 0.19], [-4.59, -1.43, 0.39], [-3.31, -0.21, 0.51], [-3.65, -1.03, -1.04], [-2.67, 5.65, 4.19], [-2.20, 4.73, 3.58], [-0.87, 4.90, 2.41], [-0.77, 3.21, 1.95], [-1.64, 2.37, 2.54], [-1.69, 0.64, 2.25], [-2.77, 3.06, 3.69], [0.42, 2.73, 0.78], [-3.17, -0.83, -6.79], [-3.47, 0.24, -5.62], [-2.66, -0.06, -4.61], [-2.57, 0.64, -3.35], [-3.34, 1.78, -3.08], [-3.18, 2.41, -1.86], [-2.25, 1.90, -0.95], [-1.52, 0.82, -1.20], [-1.67, 0.19, -2.38], [-0.83, -1.00, -2.64], [0.01, -1.39, -1.67], [0.86, -2.37, -1.93], [0.89, -3.06, -3.14], [0.00, -2.70, -4.13], [-0.88, -1.65, -3.89], [-1.82, -1.18, -4.88], [-2.02, -1.70, -6.08], [-4.03, 2.14, -3.82], [-3.74, 3.29, -1.60], [-2.10, 2.36, 0.02], [1.55, -2.62, -1.13], [1.61, -3.86, -3.29], [-0.02, -3.21, -5.09], [3.63, 0.36, -1.71], [2.44, 1.26, -1.37], [1.74, 1.78, -2.62], [1.54, 0.54, -0.60], [4.37, 0.89, -2.30], [3.29, -0.50, -2.28], [4.11, 0.00, -0.80], [2.79, 2.12, -0.78], [1.42, 0.94, -3.25], [2.40, 2.41, -3.21], [0.86, 2.36, -2.33]], "mulliken_charge": [0.239, -1.327, 0.655, -0.519, -0.752, -0.473, 0.483, -0.261, 0.627, -0.540, -1.107, -0.971, 0.628, 0.455, 0.802, -1.391, -0.824, -1.053, 0.728, -1.166, 1.013, 0.423, 0.274, 0.257, 0.424, 0.420, 0.378, 0.517, 0.433, 0.378, 0.380, 0.435, 0.508, 0.613, -0.055, 0.110, -0.611, 0.554, -0.188, 0.148, 0.293, -0.658, -0.179, -0.646, 0.119, -0.704, 0.854, 0.895, -0.781, -1.294, -0.581, 1.707, -0.930, -0.935, 0.951, -0.558, -1.013, -0.789, 0.761, 0.731, -0.717, 0.554, 0.525, 0.207, 0.310, 0.500, 0.517, -1.309, 0.383, -1.181, 0.233, 0.409, 0.228, 0.259, 0.328, 0.195, 0.547, 0.124], "largest_force_ev_per_a": 0.53, "e_above_lowest_ev": 0.095, "homo_energy_ev": [-5.780, -6.037], "multiplicity": 2}

=====

# 3
{"formula": "C35H29AlN4PS3", "method": "the ωB97M-V functional and the def2-TZVPD basis", "elements": ["Al", "S", "C", "N", "C", "C", "C", "C", "C", "C", "S", "H", "H", "H", "H", "N", "P", "C", "C", "C", "C", "C", "C", "C", "C", "C", "C", "C", "C", "C", "C", "C", "C", "C", "N", "H", "H", "H", "H", "H", "H", "H", "H", "H", "H", "H", "H", "H", "H", "H", "S", "C", "N", "C", "C", "C", "C", "H", "H", "H", "H", "H", "C", "C", "C", "C", "C", "C", "H", "H", "H", "H", "H"], "coordinates": [[0.44, 0.56, 0.31], [0.51, 1.45, 2.63], [-1.08, 0.95, 2.33], [-1.33, 0.33, 1.19], [-2.67, -0.04, 1.05], [-3.25, -0.67, -0.04], [-4.59, -1.00, 0.02], [-5.35, -0.69, 1.15], [-4.79, -0.04, 2.23], [-3.44, 0.29, 2.17], [-2.47, 1.13, 3.35], [-2.65, -0.88, -0.92], [-5.06, -1.48, -0.82], [-6.40, -0.95, 1.17], [-5.39, 0.22, 3.10], [1.84, -0.88, -2.14], [0.16, -0.93, -1.81], [-0.61, -0.37, -3.35], [-0.38, -1.07, -4.54], [-0.94, -0.62, -5.73], [-1.76, 0.51, -5.73], [-2.00, 1.19, -4.55], [-1.42, 0.76, -3.36], [-0.22, -2.71, -1.83], [-1.50, -3.12, -2.17], [-1.86, -4.46, -2.11], [-0.92, -5.40, -1.71], [0.37, -5.01, -1.40], [0.72, -3.66, -1.45], [2.78, -0.23, -1.38], [4.12, -0.23, -1.78], [5.05, 0.44, -1.02], [4.64, 1.10, 0.14], [3.32, 1.05, 0.47], [2.39, 0.40, -0.26], [2.19, -1.30, -2.99], [0.23, -1.96, -4.54], [-0.76, -1.16, -6.65], [-2.20, 0.85, -6.65], [-2.63, 2.07, -4.54], [-1.60, 1.31, -2.44], [-2.24, -2.40, -2.52], [-2.86, -4.77, -2.38], [-1.19, -6.45, -1.67], [1.11, -5.74, -1.10], [1.72, -3.36, -1.17], [4.40, -0.75, -2.69], [6.09, 0.45, -1.32], [5.34, 1.63, 0.76], [2.94, 1.55, 1.36], [1.22, -1.71, 1.34], [-0.15, -2.23, 2.21], [-0.26, -1.84, 3.51], [-1.29, -2.17, 4.32], [-2.31, -2.94, 3.85], [-2.25, -3.37, 2.51], [-1.19, -3.03, 1.71], [0.47, -1.23, 3.84], [-1.25, -1.78, 5.33], [-3.14, -3.20, 4.49], [-3.05, -3.98, 2.11], [-1.12, -3.36, 0.68], [-0.63, 4.47, -2.29], [-1.47, 4.04, -1.27], [-1.13, 2.95, -0.50], [0.06, 2.23, -0.70], [0.90, 2.71, -1.71], [0.57, 3.80, -2.50], [-0.90, 5.33, -2.90], [-2.40, 4.57, -1.08], [-1.82, 2.64, 0.28], [1.85, 2.22, -1.92], [1.24, 4.14, -3.28]], "mulliken_charge": [-0.409, -0.555, 0.778, 0.924, -1.266, -0.105, -0.964, -0.693, -0.562, 1.279, -0.315, 0.366, 0.488, 0.432, 0.470, 0.328, 0.861, 0.450, -0.501, -0.766, -0.576, -1.007, -0.050, 0.113, -0.318, -0.897, -0.588, -0.690, -0.410, 0.587, -0.969, -0.499, -0.984, -0.328, 0.593, 0.342, 0.357, 0.431, 0.410, 0.468, 0.535, 0.464, 0.446, 0.419, 0.452, 0.366, 0.500, 0.433, 0.482, 0.360, -0.418, 0.329, 0.211, -0.453, -0.714, -0.288, 0.015, 0.333, 0.430, 0.465, 0.498, -0.005, -0.556, -0.804, -0.301, 0.802, -0.154, -0.914, 0.407, 0.440, 0.319, 0.242, 0.438], "largest_force_ev_per_a": 0.11, "total_charge": 1, "e_above_lowest_ev": 0.000, "homo_energy_ev": -10.551}